Molecular formula: C12H29N2O6S
Method: DFT, ωB97M-V with the def2-TZVPD basis set

Positions of all 50 atoms, in Å:
S: -6.52925 0.57495 -1.41319
O: -6.01311 1.19324 -2.79097
O: -5.94936 -0.88587 -1.67183
O: -4.61660 -1.97914 -3.19898
O: 1.02101 -0.49218 0.42288
O: -5.82321 1.22956 -0.36774
O: -7.93777 0.48300 -1.37621
N: -2.28841 -0.84656 -2.20043
N: 3.66890 0.48712 1.64266
C: -4.77196 -0.79465 -2.51679
C: 3.49124 1.05155 3.03733
C: 1.28314 0.87148 0.64296
C: -0.19855 -0.97154 0.98765
C: 2.14270 0.86497 3.71309
C: 3.55788 -1.02124 1.69511
C: -3.56957 -0.41867 -1.64092
C: 3.82850 -1.73585 0.38822
C: -5.18885 0.27733 -3.51820
C: -1.30376 0.22134 -2.29518
C: 2.77374 1.14657 0.61645
C: 5.07347 0.84153 1.24896
H: 0.81419 1.22614 1.55985
H: -4.15999 -2.61682 -2.64381
H: 2.28829 0.98823 4.78537
H: -0.39734 -0.17960 -2.75245
H: 4.85587 -1.61374 0.04796
H: 2.93693 2.21777 0.73648
H: -3.72945 -0.88085 -0.66318
H: 3.16999 0.84903 -0.35216
H: 5.25745 0.51425 0.23226
H: 2.56804 -1.26035 2.06520
H: 3.14809 -1.43040 -0.40210
H: -3.58235 0.65850 -1.47169
H: 5.18796 1.92017 1.31105
H: 5.75942 0.35219 1.93459
H: 3.73110 2.11111 2.96460
H: -1.02476 0.57285 -1.30403
H: -1.61222 1.07392 -2.91046
H: -0.91145 -0.16600 1.16993
H: -0.64341 -1.68170 0.29358
H: 4.26944 0.57164 3.62857
H: -5.80503 -0.18551 -4.28852
H: 3.67256 -2.80059 0.55369
H: -4.32142 0.76127 -3.95539
H: 4.28287 -1.33096 2.44925
H: 0.86438 1.46692 -0.17851
H: 1.70927 -0.12083 3.55911
H: -2.40720 -1.25068 -3.11926
H: 0.00410 -1.48615 1.93217
H: 1.42444 1.62322 3.41303

LUMO = -2.47 eV
Orbital gap = 9.1756 eV
ΔE to the lowest compared entry with this formula, charge and spin = 0.000 eV
Multiplicity = 1
HOMO energy = -11.65 eV
Charge = +1

=====

Molecular formula: C12H30CeClINO2P2
Method: DFT, ωB97M-V with the def2-TZVPD basis set

Positions of all 50 atoms, in Å:
Ce: 1.04703 0.11197 -0.20563
I: 3.56951 1.55770 0.01599
Cl: 0.33207 2.60891 0.16131
P: 1.46411 -0.40404 2.60814
P: -0.31045 0.32914 -2.85206
O: -1.37245 -0.27119 0.59797
O: 2.78162 -4.02947 -1.73440
N: -3.54439 -0.39369 1.38553
C: 5.03312 -2.83914 -2.09311
C: 3.63878 -3.23736 -1.78506
C: 0.70710 -0.05811 -4.31311
C: -3.48657 -1.84016 1.64095
C: -1.93253 -0.40853 -3.33085
C: 0.29661 -1.37279 3.64261
C: -4.79538 0.31667 1.71617
C: -2.80872 1.69788 0.47885
C: 3.10117 -0.98254 3.19223
C: -2.52012 0.27287 0.82853
C: -0.69099 2.09197 -3.20164
C: 1.37672 1.22268 3.43708
H: 3.28127 -0.65459 4.22624
H: 1.75024 0.21861 -4.12510
H: -3.59380 2.11720 1.11604
H: -0.71768 2.24172 -4.28936
H: 1.97826 1.18199 4.35167
H: -0.74266 -1.05359 3.45017
H: -1.90124 2.29687 0.60774
H: -3.18371 1.78268 -0.55256
H: -1.66314 2.36535 -2.77380
H: 0.33948 1.45773 3.69461
H: 0.06583 2.74466 -2.75196
H: -2.65855 -2.09902 2.33233
H: -2.27730 -0.02102 -4.30591
H: -1.83359 -1.50094 -3.40080
H: -4.59951 1.11715 2.45075
H: -5.48468 -0.41898 2.14644
H: -5.23326 0.73739 0.79530
H: 5.72165 -3.67356 -2.41721
H: -4.46465 -2.06470 2.10321
H: 0.67957 -1.12912 -4.54737
H: 1.75492 2.00886 2.77895
H: -3.37675 -2.39866 0.68709
H: 0.34716 0.52981 -5.16805
H: 5.42829 -2.38798 -1.14764
H: 4.95607 -2.11342 -2.94308
H: -2.69723 -0.18172 -2.56986
H: 0.53009 -1.24161 4.71482
H: 3.17311 -2.07885 3.12278
H: 0.39342 -2.43555 3.37561
H: 3.86814 -0.52616 2.55454

LUMO (spin up / spin down) = -12.34 / -12.34 eV
Orbital gap (spin up / spin down) = 5.3555 / 5.4218 eV
Multiplicity = 1
HOMO energy (spin up / spin down) = -17.70 / -17.76 eV
Charge = +3

=====

Molecular formula: C12H30ClI2IrN4P2
Method: DFT, ωB97M-V with the def2-TZVPD basis set

Positions of all 52 atoms, in Å:
Ir: 1.04093 0.45658 -0.20520
I: 2.14217 -1.68369 -1.30207
I: 0.44222 2.79263 0.78397
Cl: 3.27945 1.40997 -0.64999
P: 0.91781 1.40670 -2.45401
P: 2.36891 -0.01468 1.79282
N: -3.42158 -0.19641 -0.23501
N: -0.97282 -0.37571 0.20470
N: -2.38172 -2.37423 0.03324
N: -2.67781 -0.90878 1.94616
C: -2.07797 0.30949 -0.51180
C: -1.34221 -0.39584 1.64278
C: -1.07291 -1.82582 -0.23515
C: -2.69611 -2.33332 1.46722
C: -0.75631 1.13312 -3.12282
C: 1.33374 -0.91061 2.99777
C: 3.81455 -1.11398 1.65463
C: 2.98809 1.37964 2.78931
C: -3.42856 -1.63224 -0.68105
C: 1.12191 3.20488 -2.66390
C: 1.96192 0.70283 -3.77044
C: -3.69303 -0.15799 1.20394
H: -0.66576 -1.07934 2.13146
H: 4.28700 -1.17693 2.64651
H: -0.88318 -1.85058 -1.31189
H: -1.92664 0.13278 -1.56566
H: 2.10660 3.50538 -2.29665
H: 1.78753 1.28523 -4.68759
H: -1.91323 -2.88008 2.02543
H: 1.69515 -0.34539 -3.94604
H: 3.01278 0.77803 -3.48139
H: -4.39321 -2.07995 -0.41718
H: 3.50105 -2.11388 1.33408
H: -1.44264 1.69958 -2.47634
H: 3.57328 0.96765 3.62549
H: 4.52295 -0.69577 0.93568
H: 2.15330 1.96984 3.18446
H: -4.67412 -0.57014 1.40403
H: -0.90576 1.49744 -4.14083
H: -3.66525 0.89505 1.53743
H: -3.20441 -1.64324 -1.76415
H: -0.32188 -2.38719 0.32829
H: 0.33998 3.74630 -2.11904
H: 3.63068 2.01238 2.17172
H: 1.84750 -1.19459 3.91809
H: -3.70671 -2.73624 1.59806
H: -1.24219 0.59551 2.06185
H: 1.04516 3.43326 -3.73794
H: 0.52628 -0.22034 3.28316
H: -2.05197 1.36916 -0.30093
H: -0.91962 0.04500 -3.12407
H: 0.99668 -1.83148 2.49885

LUMO (spin up / spin down) = -11.05 / -14.41 eV
Orbital gap (spin up / spin down) = 6.4286 / 3.2509 eV
ΔE to the lowest compared entry with this formula, charge and spin = 0.000 eV
Multiplicity = 6
Expectation value of S² = 8.77
HOMO energy (spin up / spin down) = -17.48 / -17.66 eV
Charge = +3

=====

Molecular formula: C12H30F6Li2N3O20P2S6
Method: DFT, ωB97M-V with the def2-TZVPD basis set

Positions of all 81 atoms, in Å:
S: -19.97870 14.35334 8.53956
S: -18.63814 12.81687 9.71924
S: -15.58048 12.10901 5.14359
S: -10.79698 11.74601 6.30043
S: -11.74737 13.71946 6.77039
S: -16.82430 14.11401 4.95673
P: -15.32801 16.86887 8.67390
P: -14.25829 11.56446 10.52141
F: -10.47445 10.85612 4.95410
F: -12.12893 14.93650 5.81993
F: -15.11320 10.92295 6.16109
F: -20.47619 14.66538 6.97271
F: -17.62750 15.15248 5.94874
F: -18.36537 11.25689 9.66702
O: -12.79504 11.80444 11.03437
O: -14.69795 12.33242 9.32558
O: -9.53335 11.89967 6.92316
O: -15.16388 11.74159 11.87815
O: -10.74501 14.45055 7.50776
O: -13.10691 13.52879 7.35169
O: -11.82029 10.93386 7.00692
O: -14.26315 12.56076 4.70371
O: -14.40308 17.76371 7.70130
O: -14.27597 16.83969 9.98777
O: -18.01817 13.88107 4.12145
O: -16.40454 11.36412 4.25426
O: -19.49490 12.87144 10.86825
O: -17.36110 13.43970 9.88374
O: -21.18656 14.21906 9.34645
O: -16.48445 17.84525 9.18864
O: -14.32394 9.93188 10.48807
O: -19.21472 15.57570 8.80813
O: -15.62974 15.48979 8.16654
O: -15.85812 15.08584 4.49005
N: -16.29966 12.92088 6.24515
N: -19.23214 13.03043 8.15362
N: -11.33277 12.84460 5.37629
C: -14.82972 12.99889 13.87639
C: -12.33034 16.59975 11.09600
C: -11.75067 11.57105 10.13248
C: -13.65896 18.39583 5.59552
C: -13.24303 15.97893 10.05773
C: -10.44670 11.82910 10.83378
C: -14.92198 18.16028 6.48245
C: -15.21183 9.28915 9.66646
C: -16.96877 18.62239 11.15063
C: -14.36371 8.64115 8.55291
C: -15.36405 13.07436 12.46226
C: -17.32754 17.59973 10.17204
Li: -17.96901 12.23604 6.81662
Li: -15.41671 13.47852 7.76520
H: -17.29139 19.57580 10.73227
H: -9.64409 12.08651 10.14265
H: -10.32490 12.74270 11.41568
H: -12.97648 18.96909 6.22298
H: -11.31788 16.19942 11.14849
H: -18.35581 17.86219 9.92327
H: -15.88646 18.71322 11.24263
H: -12.79446 16.61147 12.08219
H: -15.92821 8.63870 10.16826
H: -12.81992 15.82409 9.06520
H: -13.66362 14.98394 10.20333
H: -15.86659 9.92229 9.06769
H: -17.25370 16.60754 10.61723
H: -15.55119 19.04833 6.54212
H: -15.40128 12.26507 14.44466
H: -11.73875 12.18590 9.23253
H: -12.22427 17.62983 10.75572
H: -13.28002 17.38399 5.45174
H: -13.75211 9.38568 8.04328
H: -15.06539 8.08635 7.93005
H: -11.75056 10.54663 9.76010
H: -17.43301 18.49513 12.12858
H: -14.82075 13.86684 11.94757
H: -13.82224 12.58653 13.82120
H: -15.49306 17.39798 5.95248
H: -14.79814 13.93362 14.43619
H: -10.13902 11.04590 11.52663
H: -13.74147 18.96242 4.66801
H: -13.57376 8.03508 8.99648
H: -16.42693 13.31505 12.44125

LUMO = 0.39 eV
Orbital gap = 7.9395 eV
ΔE to the lowest compared entry with this formula, charge and spin = 5.518 eV
Multiplicity = 1
HOMO energy = -7.55 eV
Charge = -1